1.
The following is a quantum chemistry calculation of C12H16MgN2O5 as an isolated structure in a non-equilibrium geometry, from the Open Molecules 2025 dataset.

Each line ends with the natural charge from an NBO analysis.
Element x y z (Å)
Mg 1.192 -0.672 0.888  1.69
C -0.971 -0.108 2.122  0.42
O -2.001 0.206 2.507  -0.38
C 1.376 -1.303 3.321  0.39
O 1.523 -1.612 4.404  -0.34
C 1.716 1.219 1.826  0.38
O 2.080 2.290 2.089  -0.32
C 0.224 -2.615 0.945  0.38
O -0.237 -3.658 0.721  -0.32
C 5.442 -1.990 -0.864  -0.41
H 4.966 -2.668 -1.590  0.21
H 5.635 -0.957 -1.194  0.20
C 5.787 -2.409 0.366  -0.39
H 6.277 -1.736 1.087  0.21
H 5.608 -3.446 0.692  0.21
C -1.759 -1.675 -1.359  -0.42
N -1.931 -0.277 -1.003  -0.41
C -3.304 0.204 -1.035  -0.21
C -3.394 1.514 -0.335  -0.43
C -2.363 2.459 -0.842  -0.22
N -1.057 1.857 -0.632  -0.41
C 0.054 2.773 -0.476  -0.42
C -0.882 0.527 -0.734  0.81
O 0.297 0.027 -0.622  -0.94
H -0.711 -1.978 -1.415  0.22
H -2.213 -1.887 -2.338  0.25
H -2.265 -2.341 -0.646  0.21
H -3.615 0.278 -2.083  0.22
H -3.956 -0.537 -0.552  0.23
H -3.284 1.373 0.737  0.21
H -4.379 1.931 -0.480  0.26
H -2.395 3.410 -0.301  0.24
H -2.508 2.670 -1.911  0.22
H 0.074 3.512 -1.290  0.25
H -0.049 3.346 0.454  0.21
H 1.023 2.271 -0.455  0.21

**LUMO**: -8.4291 eV
**Net charge**: +2
**Max |F|**: 6.9 eV Å⁻¹
**Relative energy (zero: lowest compared OMol25 entry of this formula, charge and spin)**: 9.2 kcal per mole
**Molecular weight**: 292.57 Da
**Kohn-Sham gap**: 6.67 eV

---

2.
The following is a quantum chemistry calculation of C12H16MnN9O2SSe as an isolated structure, from the Open Molecules 2025 dataset.

Each line ends with the Löwdin spin population.
Element x y z (Å)
Mn -0.273 1.501 -0.839  2.13
N 0.221 -1.308 1.022  0.03
N 1.618 -1.302 0.992  0.00
C 2.311 -0.392 0.311  0.00
N 3.628 -0.441 0.358  0.00
N 1.588 0.544 -0.389  0.00
N 2.250 1.555 -1.002  0.00
O 1.412 2.400 -1.440  0.01
O 3.426 1.685 -1.153  -0.01
H -0.090 -1.178 1.981  0.00
H -0.107 -2.214 0.702  0.00
H 2.130 -2.010 1.504  0.00
H 4.097 -1.146 0.910  0.00
H 4.200 0.210 -0.157  0.00
S -1.589 2.848 -2.116  -0.04
C -0.683 2.043 -3.281  0.01
N -0.588 2.381 -4.583  0.00
C 0.137 1.638 -5.448  0.00
C 0.796 0.523 -4.985  0.00
C 0.686 0.227 -3.629  0.00
N -0.043 0.971 -2.798  0.00
H -1.072 3.213 -4.913  0.00
H 0.160 1.971 -6.478  0.00
H 1.380 -0.094 -5.651  0.00
H 1.190 -0.633 -3.204  0.00
C -0.743 4.020 2.925  0.00
C -0.588 3.152 1.776  0.02
N -0.454 2.468 0.867  -0.01
H -0.883 3.417 3.823  0.00
H -1.614 4.660 2.779  0.00
H 0.147 4.640 3.036  0.00
Se -1.939 -0.275 -0.925  0.50
C -3.698 0.283 -0.692  0.08
C -4.064 1.515 -0.131  0.06
C -5.411 1.778 0.004  -0.01
N -6.365 0.919 -0.380  0.10
C -6.017 -0.249 -0.902  -0.01
C -4.690 -0.630 -1.077  0.10
H -3.327 2.233 0.200  0.00
H -5.753 2.712 0.434  0.00
H -6.821 -0.913 -1.195  0.00
H -4.444 -1.595 -1.500  0.00

**2S+1**: 4
**LUMO (alpha / beta)**: -10.7902 / -11.7410 eV
**<S²>**: 3.83
**Net charge**: +3
**Max |F|**: 1.0 eV Å⁻¹
**Relative energy (zero: lowest compared OMol25 entry of this formula, charge and spin)**: 0.0 kcal per mole
**Molecular weight**: 484.29 Da
**Kohn-Sham gap (alpha / beta)**: 6.88 / 5.82 eV

---

3.
The following is a quantum chemistry calculation of a 2-piece molecular cluster, C12H16N2 overall in a non-equilibrium geometry, from the Open Molecules 2025 dataset.

Each line ends with the natural charge from an NBO analysis.
Element x y z (Å)
C 0.322 1.564 0.579  -0.45
C 0.345 2.957 -0.005  -0.61
C -0.995 0.811 0.538  0.09
C -1.083 -0.482 1.056  -0.25
C -2.179 1.459 0.211  -0.26
C -2.283 -1.171 1.045  -0.19
C -3.373 0.744 0.135  -0.21
C -3.414 -0.597 0.448  -0.23
H 1.074 0.878 0.181  0.22
H 0.663 1.566 1.623  0.21
H 1.360 3.333 0.119  0.21
H -0.266 -1.007 1.526  0.21
H -2.192 2.526 0.048  0.21
H -2.362 -2.092 1.611  0.21
H -4.277 1.233 -0.219  0.21
H -4.284 -1.233 0.326  0.21
H -0.309 3.654 0.511  0.21
H 0.217 2.952 -1.089  0.21
C 0.784 -2.843 -0.156  -0.65
C 2.701 -1.151 -0.074  -0.12
C 1.577 -1.679 -0.623  0.09
C 2.300 -0.223 -2.016  0.17
N 3.215 -0.258 -0.993  -0.54
N 1.317 -1.039 -1.820  -0.45
H 3.143 -1.266 0.896  0.21
H 3.804 0.518 -0.742  0.41
H -0.164 -2.863 -0.698  0.24
H 0.555 -2.962 0.901  0.22
H 2.505 0.435 -2.849  0.19
H 1.296 -3.762 -0.470  0.22

**LUMO**: 0.7618 eV
**SMILES**: Cc1c[nH]cn1.CCc1ccccc1
**Max |F|**: 1.3 eV Å⁻¹
**Relative energy (zero: lowest compared OMol25 entry of this formula, charge and spin)**: 14.9 kcal per mole
**Molecular weight**: 188.27 Da
**Kohn-Sham gap**: 9.45 eV

---

4.
The following is a quantum chemistry calculation of a 2-piece molecular cluster, C12H16N2O overall in a non-equilibrium geometry, from the Open Molecules 2025 dataset.

Each line ends with the natural charge from an NBO analysis.
Element x y z (Å)
C -2.342 -1.273 -1.422  -0.43
C -1.884 -1.267 0.044  -0.62
C -2.435 0.123 -1.990  0.11
C -3.348 0.626 -2.890  -0.14
C -1.854 2.160 -2.345  0.17
N -1.480 1.077 -1.690  -0.47
N -2.925 1.922 -3.132  -0.52
H -1.540 -1.787 -1.974  0.21
H -3.254 -1.800 -1.704  0.21
H -1.783 -0.275 0.472  0.24
H -4.312 0.231 -3.176  0.22
H -1.247 3.056 -2.507  0.20
H -3.460 2.484 -3.770  0.42
H -1.057 -1.965 0.221  0.21
H -2.640 -1.643 0.761  0.21
C 2.738 1.904 0.262  -0.63
C 1.829 -1.630 2.452  0.30
C 2.329 -0.533 3.158  -0.29
C 1.705 -1.626 1.073  -0.27
C 2.457 0.681 2.503  -0.19
C 1.937 -0.403 0.435  -0.17
C 2.407 0.722 1.123  -0.06
O 1.540 -2.818 3.085  -0.68
H 2.429 -0.587 4.259  0.21
H 1.997 -2.863 3.922  0.48
H 1.326 -2.446 0.459  0.23
H 2.780 1.564 3.038  0.21
H 1.591 -0.376 -0.609  0.22
H 2.648 2.873 0.758  0.21
H 2.110 1.960 -0.631  0.22
H 3.739 1.909 -0.184  0.22

**LUMO**: 0.8613 eV
**SMILES**: CCc1c[nH]cn1.Cc1ccc(O)cc1
**Max |F|**: 2.2 eV Å⁻¹
**Relative energy (zero: lowest compared OMol25 entry of this formula, charge and spin)**: 36.6 kcal per mole
**Molecular weight**: 204.27 Da
**Kohn-Sham gap**: 9.01 eV

---

5.
The following is a quantum chemistry calculation of a 2-piece molecular cluster, C12H16N2O overall in a non-equilibrium geometry, from the Open Molecules 2025 dataset.

Each line ends with the Löwdin spin population.
Element x y z (Å)
C -2.457 -1.049 -1.301  0.00
C -0.227 2.528 -0.630  0.01
C 0.188 1.675 -1.631  0.02
C -1.530 2.437 -0.126  0.00
C -0.519 0.486 -1.867  0.00
C -2.247 1.303 -0.456  0.01
C -1.755 0.275 -1.261  0.01
O 0.527 3.609 -0.258  0.01
H 1.034 1.884 -2.277  0.00
H 1.300 3.660 -0.831  0.00
H -1.839 3.138 0.638  0.00
H -0.097 -0.230 -2.564  0.00
H -3.255 1.238 -0.062  0.00
H -2.022 -1.569 -0.441  0.00
H -2.279 -1.630 -2.198  0.00
H -3.520 -0.962 -1.081  0.00
C 1.834 -1.934 0.203  0.05
C 2.868 -0.984 -0.451  0.01
C 0.923 -1.376 1.201  0.22
C 1.119 -0.291 2.103  0.32
C -0.743 -1.367 2.493  0.23
N -0.265 -1.991 1.430  -0.02
N -0.019 -0.193 2.813  0.09
H 1.289 -2.456 -0.584  0.01
H 2.385 -2.744 0.711  0.03
H 3.708 -1.602 -0.760  0.00
H 1.859 0.490 2.008  0.01
H -1.820 -1.451 2.540  0.01
H -0.021 -0.059 3.824  0.00
H 3.121 -0.165 0.212  0.00
H 2.462 -0.670 -1.395  0.00

**2S+1**: 2
**LUMO (alpha / beta)**: -4.4428 / -7.8297 eV
**<S²>**: 0.76
**Net charge**: +1
**Max |F|**: 3.6 eV Å⁻¹
**Relative energy (zero: lowest compared OMol25 entry of this formula, charge and spin)**: 59.1 kcal per mole
**Molecular weight**: 204.27 Da
**Kohn-Sham gap (alpha / beta)**: 6.88 / 3.37 eV

---

6.
The following is a quantum chemistry calculation of one molecule with the formula C12H16N2O3 in a non-equilibrium geometry, from the Open Molecules 2025 dataset.

Each line ends with the natural charge from an NBO analysis.
Element x y z (Å)
C 1.341 -1.740 -1.251  -0.14
C 0.000 -1.579 -0.482  0.67
C 1.120 -2.628 -2.456  -0.66
C -0.833 -0.620 1.713  -0.16
C -1.822 -1.600 2.150  0.75
C -1.666 0.682 1.195  -0.42
C -0.818 1.655 0.465  -0.03
C -0.956 2.124 -0.867  -0.20
C 0.161 2.184 1.283  -0.22
C -0.183 3.290 -1.278  -0.19
C 0.790 3.363 0.930  -0.19
C 0.709 3.931 -0.364  -0.23
H 2.704 -3.171 -0.585  0.37
H 3.160 -1.615 -0.662  0.36
H 1.504 -0.693 -1.580  0.21
H 1.139 -3.697 -2.161  0.20
H 1.726 -2.677 -3.448  0.23
H 0.075 -2.315 -2.733  0.26
H 1.144 -1.076 1.154  0.45
H -0.302 -0.292 2.576  0.23
H -2.388 0.212 0.500  0.21
H -2.178 0.855 2.116  0.24
H -1.623 1.765 -1.537  0.21
H 0.257 1.790 2.298  0.20
H -0.509 3.710 -2.228  0.22
H 1.263 3.834 1.847  0.22
H 1.116 4.925 -0.614  0.23
H -2.027 -1.480 0.411  0.50
N 2.378 -2.249 -0.340  -0.85
N 0.161 -1.158 0.744  -0.61
O -0.988 -1.671 -1.188  -0.65
O -1.963 -2.068 3.259  -0.57
O -2.492 -1.993 1.135  -0.65

**LUMO**: 0.4730 eV
**SMILES**: C[C@H](N)C(=O)N[C@@H](Cc1ccccc1)C(=O)O
**Max |F|**: 5.1 eV Å⁻¹
**Relative energy (zero: lowest compared OMol25 entry of this formula, charge and spin)**: 66.1 kcal per mole
**Molecular weight**: 236.27 Da
**Kohn-Sham gap**: 9.87 eV